1.
This record from OMol25 describes a 2-piece molecular cluster, CH7N2O overall at a distorted geometry. The level of theory is wB97M-V/def2-TZVPD.

## Properties
DFT total energy   -6177.3913 eV
Molecular weight   63.08 g/mol
Net charge   -1
HOMO energy   -2.23 eV
E_LUMO   0.1453 hartree

Geometry as XYZ:
```
11
Properties=species:S:1:pos:R:3:mulliken_charge:R:1
N 1.99604 1.89205 0.72022 -0.743
H 1.30144 1.14955 0.82103 0.280
H 1.50031 2.75773 0.94303 0.213
H 2.07281 1.93396 -0.29490 0.249
N -0.47550 -1.58392 0.33221 -0.727
C -1.27207 -1.04023 -0.85116 -0.047
O -2.51610 -0.73444 -0.44032 -0.867
H 0.20130 -0.86638 0.55635 0.194
H -1.11726 -1.76315 1.09039 0.262
H -0.77588 -0.05675 -1.20078 0.003
H -0.91511 -1.68841 -1.67605 0.184
```

---

2.
This record from OMol25 describes C2H9N2O3 as an isolated structure at a distorted geometry. The level of theory is wB97M-V/def2-TZVPD.

## Properties
DFT total energy   -11335.7907 eV
Molecular weight   109.11 g/mol
Net charge   +1
HOMO energy   -13.94 eV
E_LUMO   -0.1123 hartree

Geometry as XYZ:
```
16
Properties=species:S:1:pos:R:3:mulliken_charge:R:1
C 0.90003 0.96579 -1.03105 0.388
C 0.43838 0.14580 0.13001 0.428
N -1.92922 -1.30168 2.08241 -0.684
N 0.01570 0.56424 -2.19465 -0.584
O 2.29862 0.63971 -1.12719 -0.592
O 1.13299 -0.73951 0.65202 -0.366
O -0.61526 0.40986 0.71124 -0.546
H 0.84964 2.06665 -0.67023 0.270
H -1.47457 -1.10342 2.91214 0.322
H -2.85731 -1.11080 2.07348 0.290
H 0.42865 0.87800 -3.05017 0.247
H -0.95889 0.86739 -1.96291 0.264
H -1.62639 -2.22392 1.84983 0.322
H 2.81435 1.22635 -1.72613 0.338
H 1.90444 -0.89856 0.05080 0.415
H -1.32116 -0.38590 1.30041 0.489
```

---

Listing ΔE to the lowest compared entry with this formula, charge and spin for the structures above in their given order: 0.946, 0.454 eV.
Listing frontier orbital gap for the structures above in their given order: 6.18, 10.88 eV.